Density functional theory data (wB97M-V/def2-TZVPD) for a structure of composition C45H66N3P3S3SiTc.

```
122
Properties=species:S:1:pos:R:3:forces:R:3
Tc 0.5417 0.0991 -0.1302 0.1 -0.3 -0.4
C -2.0030 -4.6415 -1.6571 0.0 0.0 0.0
C -2.5417 -3.3375 -2.2450 0.0 0.1 0.0
C -1.7776 -2.9975 -3.5223 0.0 0.0 0.0
P -2.5197 -1.9848 -0.9693 0.0 0.0 0.1
C -3.8735 -2.5079 0.2193 0.0 -0.1 -0.1
C -5.0270 -3.2945 -0.4016 0.0 0.0 0.1
C -3.3153 -3.2178 1.4542 0.0 0.0 0.0
C -3.3141 -0.5532 -1.7828 -0.1 0.1 0.0
C -4.2439 -0.6756 -2.8115 0.0 0.0 0.0
C -4.8558 0.4442 -3.3598 0.0 0.0 0.0
C -4.5482 1.7064 -2.8793 0.0 0.0 0.0
C -3.6184 1.8468 -1.8592 0.0 -0.1 0.0
C -2.9886 0.7295 -1.2952 0.0 0.0 -0.1
Si -1.7796 1.0156 0.1064 -0.1 0.2 0.1
C -1.6569 2.8585 0.4259 0.1 0.1 0.1
C -2.7545 3.5615 0.9318 0.0 0.0 0.0
C -2.6646 4.9167 1.2025 0.0 0.0 0.0
C -1.4732 5.5926 0.9651 0.0 0.0 0.0
C -0.3721 4.9152 0.4656 0.0 0.0 0.0
C -0.4598 3.5450 0.2069 -0.1 0.0 0.0
P 0.8653 2.5632 -0.5488 0.0 0.2 -0.2
C 0.8646 3.1839 -2.2957 0.0 0.0 0.1
C 1.3602 4.6337 -2.3988 0.0 0.0 -0.1
C -0.5289 3.1084 -2.9220 0.0 0.0 0.0
C 2.5412 2.8809 0.1878 -0.1 0.0 0.0
C 2.7731 4.2172 0.8915 0.1 0.0 -0.1
C 3.6469 2.5784 -0.8301 0.0 0.1 0.0
C -2.3185 0.2585 1.7370 0.0 -0.1 0.1
C -3.6822 0.1563 2.0166 0.1 0.1 0.1
C -4.1271 -0.3605 3.2264 0.0 0.0 0.0
C -3.2081 -0.8060 4.1654 0.0 0.0 0.0
C -1.8464 -0.6806 3.9228 -0.1 0.0 0.0
C -1.3959 -0.1263 2.7257 -0.1 0.0 0.0
P 0.3376 0.3333 2.4323 0.0 0.1 0.1
C 0.5269 2.0934 3.0662 0.0 -0.1 0.0
C 1.8932 2.3819 3.7012 0.0 0.0 0.0
C -0.6247 2.5508 3.9633 0.0 0.0 0.0
C 1.4820 -0.6060 3.5452 -0.1 -0.1 -0.1
C 1.6838 -2.0830 3.2222 0.0 0.0 0.1
C 1.1953 -0.4488 5.0512 0.1 0.0 0.0
H -2.1021 -5.4415 -2.3934 0.0 0.0 0.0
H -2.5334 -4.9548 -0.7579 0.0 0.0 0.0
H -0.9403 -4.5438 -1.4172 0.0 0.0 0.0
H -3.5917 -3.4869 -2.5017 0.0 0.0 0.0
H -0.7031 -2.9727 -3.3368 0.0 0.0 0.0
H -2.0743 -2.0414 -3.9540 0.0 0.0 0.0
H -1.9634 -3.7709 -4.2709 0.0 0.0 0.0
H -4.2748 -1.5489 0.5488 0.0 -0.1 -0.1
H -4.7214 -4.2897 -0.7249 0.0 0.0 0.0
H -5.4743 -2.7754 -1.2495 0.0 0.0 0.0
H -5.8132 -3.4265 0.3450 0.0 0.0 0.0
H -2.8204 -4.1574 1.1979 0.0 0.0 0.0
H -4.1269 -3.4573 2.1454 0.0 0.0 0.0
H -2.6080 -2.5845 1.9930 0.0 0.0 0.0
H -4.4916 -1.6501 -3.2121 0.0 0.0 0.0
H -5.5708 0.3273 -4.1644 0.0 0.0 0.0
H -5.0203 2.5826 -3.3048 0.0 0.0 0.0
H -3.3751 2.8420 -1.5132 0.0 0.0 0.0
H -3.6902 3.0448 1.1230 0.0 0.0 0.0
H -3.5212 5.4487 1.5965 0.0 0.0 0.0
H -1.4003 6.6531 1.1693 0.0 0.0 0.0
H 0.5398 5.4628 0.2833 0.0 0.0 0.0
H 1.5580 2.5376 -2.8321 0.1 -0.1 -0.1
H 0.6090 5.3306 -2.0262 0.0 0.0 0.0
H 1.5142 4.8591 -3.4556 0.0 0.0 0.0
H 2.2988 4.8264 -1.8873 0.0 0.0 0.0
H -1.1873 3.8503 -2.4649 0.0 0.0 0.0
H -1.0005 2.1322 -2.8400 0.0 0.0 0.0
H -0.4482 3.3487 -3.9838 0.0 0.0 0.0
H 2.6092 2.1005 0.9509 0.0 0.0 0.0
H 2.8307 5.0474 0.1871 0.0 0.0 0.0
H 3.7359 4.1623 1.4045 0.0 0.0 0.0
H 2.0144 4.4457 1.6370 0.0 0.0 0.0
H 3.4745 1.6630 -1.3984 0.0 0.0 0.0
H 4.5879 2.4582 -0.2908 0.0 0.0 0.0
H 3.7734 3.3903 -1.5430 0.0 0.0 0.0
H -4.4090 0.4723 1.2737 0.0 0.0 0.0
H -5.1887 -0.4324 3.4280 0.0 0.0 0.0
H -3.5478 -1.2360 5.0987 0.0 0.0 0.0
H -1.1518 -1.0009 4.6836 0.0 0.0 0.0
H 0.4707 2.6961 2.1660 0.0 0.1 -0.1
H 2.0139 1.9084 4.6728 0.0 0.0 0.0
H 1.9708 3.4582 3.8618 0.0 0.0 0.0
H 2.7356 2.0884 3.0706 0.0 0.0 0.0
H -0.7046 1.9631 4.8784 0.0 0.0 0.0
H -1.5867 2.5116 3.4518 0.0 0.0 0.0
H -0.4421 3.5882 4.2515 0.0 0.0 0.0
H 2.4149 -0.0890 3.3183 0.1 0.1 0.0
H 0.7518 -2.6400 3.3249 0.0 0.0 0.0
H 2.3901 -2.5043 3.9413 0.0 0.0 0.0
H 2.0945 -2.2398 2.2273 0.0 0.0 0.0
H 0.6832 -1.3330 5.4310 0.0 0.0 0.0
H 0.6029 0.4228 5.3157 0.0 0.0 0.0
H 2.1441 -0.3785 5.5861 0.0 0.0 0.0
C 4.7058 -1.2285 2.0302 0.0 -0.1 -0.1
S 3.9209 -0.2760 0.7069 0.0 0.1 0.1
C 4.9759 -0.8234 -0.6527 0.0 0.1 -0.1
H 5.7734 -1.0174 2.0133 0.0 0.0 0.0
H 4.5410 -2.2976 1.8996 0.0 0.0 0.0
H 4.3066 -0.9073 2.9877 0.0 0.0 0.0
H 4.9649 -1.9114 -0.7218 0.0 0.0 0.0
H 5.9929 -0.4772 -0.4765 0.0 0.0 0.0
H 4.6036 -0.3898 -1.5814 0.1 -0.1 0.1
S 0.1684 -0.2641 -2.4698 0.0 0.1 0.0
C 1.8040 -0.1617 -2.8791 0.0 0.0 0.0
N 2.9280 -0.1385 -3.1531 -0.1 0.1 0.1
N 0.9566 -7.0569 0.6622 0.0 0.0 0.0
C 1.9511 -6.1677 0.5246 0.0 0.1 -0.1
S 3.5432 -6.5240 0.6478 -0.1 0.1 0.0
C 1.5133 -4.7516 0.3019 0.0 -0.1 0.0
C 2.2583 -3.9050 -0.5167 0.0 -0.1 0.0
C 1.8927 -2.5872 -0.6350 0.0 0.1 0.0
N 0.8463 -2.0582 0.0361 0.2 -0.2 0.0
C 0.1076 -2.8814 0.7850 -0.1 0.2 -0.1
C 0.3941 -4.2227 0.9298 0.0 -0.1 0.1
H 1.1975 -8.0225 0.8220 0.0 0.0 0.0
H -0.0020 -6.8348 0.4551 0.0 0.0 0.0
H 3.1191 -4.2836 -1.0506 0.0 0.0 0.0
H 2.4612 -1.9274 -1.2784 -0.1 0.0 0.1
H -0.7385 -2.4383 1.2917 0.1 0.0 0.0
H -0.2293 -4.8199 1.5834 0.0 0.0 0.0
```
Forces are in eV/Å.

- Gap between HOMO and LUMO (spin up / spin down): 6.83 / 5.84 eV
- Molar mass: 964.253 g mol⁻¹
- LUMO level (spin up / spin down): -6.013 / -7.007 eV
- Net charge: +2
- Multiplicity: 4
- Energy relative to the best compared isomer or geometry (same formula, charge and spin): 0.00 kJ/mol
- HOMO (spin up / spin down): -12.85 / -12.84 eV
- DFT total energy: -122644.5306 eV
- Expectation value of S²: 3.79